Record 1
Below is the molecule C7H9NOSi, with properties calculated with wB97M-V/def2-TZVPD.

```
19
C7H9NOSi, DFT wB97M-V/def2-TZVPD
O 3.36956 1.22288 -0.28868
C 2.21600 1.27820 -0.52799
N 1.28203 -0.15339 -0.15935
Si 2.46211 -1.38715 0.35239
C -0.07475 0.05138 -0.10621
C -0.89320 -0.96633 -0.56180
C -2.31192 -0.88536 -0.44814
C -2.87079 0.29483 -0.04546
C -2.07680 1.39647 0.46588
C -0.69881 1.21114 0.56027
H 1.56716 2.08362 -0.78811
H 3.27635 -1.91446 -0.80870
H 3.37075 -0.70562 1.24592
H 1.45180 -2.44003 0.79257
H -0.58399 -1.88783 -0.94440
H -2.89538 -1.82517 -0.76519
H -3.96800 0.52337 0.03101
H -2.63328 2.28008 0.93310
H 0.01118 1.82336 1.06291
```

Computed properties:
Charge   0
Frontier orbital gap   8.990 eV
LUMO energy   0.0259 Ha



Record 2
Below is a structure of composition C7H9NP2, with properties calculated with wB97M-V/def2-TZVPD.

```
19
C7H9NP2, DFT wB97M-V/def2-TZVPD
C 0.47278 -1.11859 0.13519
C 1.58273 -0.31840 0.16988
C -0.75517 -0.46160 0.10074
C 0.66804 1.36845 0.14966
C 4.07722 -1.20653 -0.85594
C 0.28852 4.04298 -0.06376
C -2.04748 -1.07794 -0.00513
N -0.58810 0.89072 0.19652
P 3.33479 -0.28455 0.32697
P 1.50496 2.87086 -0.12150
H 0.64693 -2.14665 0.17178
H 5.08878 -1.16676 -0.92713
H 3.53215 -1.57341 -1.69817
H 0.25727 5.15650 0.02230
H -0.68404 3.70208 0.19458
H -2.14496 -1.07642 -1.15415
H -2.15949 -2.14832 0.32531
H -2.84177 -0.38244 0.38796
H -1.42972 1.59811 0.27259
```

Computed properties:
Charge   0
Frontier orbital gap (alpha / beta)   6.538 / 6.537 eV
LUMO energy (alpha / beta)   -0.0189 / -0.0189 Ha



Record 3
Below is the molecule C7H9NS, with properties calculated with wB97M-V/def2-TZVPD.

```
18
C7H9NS, DFT wB97M-V/def2-TZVPD
C 2.52113 0.99032 0.56737
C -0.27211 -1.40341 0.40686
C 0.76989 -0.61312 0.95466
C -0.48979 1.09422 -1.01144
C -1.19765 -2.07328 1.42907
C -0.71656 2.20948 -1.93400
C 1.65308 0.00338 0.14351
N 3.25141 1.69375 1.04152
S -1.43282 -0.25631 -0.76153
H -0.00372 -2.21787 -0.30437
H 0.69089 -0.21621 1.98476
H -0.45032 -2.69710 2.07177
H -1.73471 -1.33361 2.09086
H -2.15432 -2.46438 1.05052
H -0.67547 3.18803 -1.56408
H -1.57565 2.20504 -2.59733
H 0.02286 2.27903 -2.71541
H 1.79386 -0.38796 -0.85273
```

Computed properties:
Charge   0
Frontier orbital gap   7.938 eV
LUMO energy   -0.0077 Ha



Record 4
Below is the molecule C7H9NS2, with properties calculated with wB97M-V/def2-TZVPD.

```
19
C7H9NS2, DFT wB97M-V/def2-TZVPD
C 0.19367 1.51326 1.77300
C -0.76351 1.51202 0.86048
C -0.77790 0.53034 -0.28910
C -0.69191 1.13316 -1.67317
N 0.27449 -0.45275 -0.15470
C -0.06675 -1.64666 0.02610
C 0.73543 -2.86426 0.02245
S -1.85818 -1.84763 0.35678
C -2.10277 -0.18225 0.00711
S -3.65198 0.42551 0.10386
H 0.32258 2.20133 2.68469
H 1.04409 0.73193 1.81500
H -1.55028 2.11914 0.98803
H -0.01674 1.88297 -1.59685
H -1.76552 1.53917 -1.88423
H -0.45281 0.42969 -2.36144
H 0.96756 -3.32629 1.09381
H 1.80932 -2.56389 -0.21447
H 0.44402 -3.76434 -0.44850
```

Computed properties:
Charge   0
Frontier orbital gap   8.237 eV
LUMO energy   -0.0111 Ha



Record 5
Below is a cluster of 2 separate species, C7H9P in total, with properties calculated with wB97M-V/def2-TZVPD.

```
17
C7H9P, DFT wB97M-V/def2-TZVPD
C 2.28616 -0.54069 -0.02374
C 1.31354 -1.10943 -0.41750
C -1.51208 1.04543 0.38578
C -1.72493 0.82436 -0.93536
C -1.63356 -0.08014 1.32282
C -2.00063 -0.63088 -1.31337
C 3.68332 -0.02753 0.18850
P -1.52561 -1.52320 0.22542
H -1.38504 2.07962 0.80380
H -1.94017 1.50900 -1.62442
H -0.84994 -0.05973 2.05484
H -2.40877 -0.22695 2.06579
H -2.99061 -0.90822 -1.53597
H -1.35527 -0.85084 -2.17726
H 3.85509 -0.25099 1.19483
H 4.51515 -0.31436 -0.38760
H 3.67333 1.06455 0.17342
```

Computed properties:
Charge   0
Frontier orbital gap (alpha / beta)   7.123 / 7.119 eV
LUMO energy (alpha / beta)   -0.0547 / -0.0548 Ha



no.,calculated total energy (eV)
1,-18818.25870
2,-27466.98900
3,-19725.61247
4,-30563.33192
5,-16686.88109